# 1
Below is a cluster of 11 separate species, C28H56O41S8 in total, with properties calculated with wB97M-V/def2-TZVPD.

Each line ends with the Löwdin spin population.
Element x y z (Å)
C (0.559, 3.823, 10.141)  0.000
C (1.702, 3.243, 9.335)  0.000
O (1.124, 2.443, 8.293)  0.000
C (1.022, 2.911, 7.069)  0.000
O (1.614, 3.889, 6.522)  0.000
O (0.079, 2.172, 6.515)  0.000
C (-0.491, 2.485, 5.244)  0.000
H (0.914, 4.239, 11.084)  0.000
H (-0.054, 3.052, 10.608)  0.000
H (-0.072, 4.516, 9.584)  0.000
H (2.219, 2.493, 9.932)  0.000
H (2.449, 3.924, 8.927)  0.000
H (-1.558, 2.704, 5.304)  0.000
H (-0.345, 1.614, 4.605)  0.000
H (-0.021, 3.403, 4.892)  0.000
C (-3.004, 2.004, 0.060)  0.008
C (-2.843, 3.521, -0.007)  0.001
O (-3.587, 4.170, 1.005)  0.002
C (-3.163, 4.269, 2.294)  0.000
O (-2.125, 3.867, 2.762)  0.000
O (-4.117, 5.032, 2.970)  0.000
C (-3.895, 5.463, 4.260)  0.000
H (-2.812, 1.625, -0.944)  0.000
H (-4.061, 1.800, 0.230)  0.001
H (-2.365, 1.479, 0.770)  0.003
H (-3.326, 3.999, -0.860)  0.000
H (-1.814, 3.879, 0.022)  0.000
H (-4.598, 4.915, 4.887)  0.000
H (-4.082, 6.536, 4.282)  0.000
H (-2.863, 5.347, 4.593)  0.000
C (0.095, -0.235, 2.005)  0.004
C (-0.885, -1.033, 1.096)  0.007
O (-0.493, -1.435, -0.183)  0.104
C (-0.284, -0.681, -1.217)  0.039
O (-0.567, 0.542, -1.269)  0.757
O (0.132, -1.366, -2.189)  0.054
C (0.521, -0.818, -3.434)  0.004
H (0.960, -0.854, 2.246)  0.001
H (-0.477, -0.136, 2.927)  0.000
H (0.466, 0.754, 1.738)  0.002
H (-1.879, -0.585, 1.103)  0.003
H (-1.104, -2.024, 1.494)  0.005
H (-0.274, -1.072, -4.136)  0.000
H (1.390, -1.372, -3.787)  0.000
H (0.872, 0.202, -3.279)  0.003
C (0.315, -2.528, -7.783)  0.000
C (-1.027, -3.070, -8.327)  0.000
O (-1.945, -2.017, -8.178)  0.000
S (-1.675, -1.024, -6.915)  0.000
O (-2.094, -1.647, -5.663)  0.000
O (-2.089, 0.351, -7.144)  0.000
O (-0.023, -1.295, -7.094)  0.000
H (1.032, -2.110, -8.489)  0.000
H (0.739, -3.207, -7.044)  0.000
H (-1.356, -3.860, -7.652)  0.000
H (-0.970, -3.292, -9.392)  0.000
C (4.128, -5.100, -6.229)  0.000
C (5.493, -4.440, -6.316)  0.000
O (5.408, -3.214, -5.548)  0.000
S (3.907, -2.707, -5.177)  0.000
O (3.726, -1.388, -5.795)  0.000
O (3.662, -2.888, -3.743)  0.000
O (3.274, -4.027, -6.099)  0.000
H (4.101, -5.609, -5.265)  0.000
H (3.930, -5.741, -7.089)  0.000
H (5.655, -4.289, -7.384)  0.000
H (6.238, -5.116, -5.896)  0.000
C (0.479, -4.535, -1.074)  0.001
C (1.566, -4.617, -2.240)  0.000
O (1.689, -6.006, -2.339)  0.000
S (1.646, -6.723, -0.867)  0.000
O (2.937, -6.655, -0.259)  0.000
O (0.948, -8.073, -0.910)  0.000
O (0.767, -5.528, -0.155)  0.000
H (-0.534, -4.705, -1.440)  0.000
H (0.502, -3.583, -0.544)  0.000
H (2.540, -4.203, -1.982)  0.000
H (1.129, -4.260, -3.173)  0.000
C (3.967, -0.040, 1.925)  0.000
C (5.301, 0.314, 1.256)  0.000
O (5.229, -0.082, -0.062)  0.000
S (3.711, -0.330, -0.508)  0.000
O (3.640, -1.759, -0.743)  0.000
O (3.342, 0.546, -1.580)  0.000
O (3.059, 0.150, 0.856)  0.000
H (3.630, 0.592, 2.746)  0.000
H (4.002, -1.091, 2.211)  0.000
H (6.149, -0.193, 1.716)  0.000
H (5.506, 1.384, 1.214)  0.000
C (-3.027, -3.955, 6.467)  0.000
C (-3.742, -2.648, 6.209)  0.000
O (-3.059, -2.041, 5.146)  0.000
S (-1.513, -2.427, 5.098)  0.000
O (-0.746, -1.410, 5.818)  0.000
O (-1.062, -2.707, 3.756)  0.000
O (-1.726, -3.816, 6.007)  0.000
H (-3.420, -4.725, 5.804)  0.000
H (-3.102, -4.323, 7.490)  0.000
H (-3.717, -1.928, 7.028)  0.000
H (-4.738, -2.926, 5.865)  0.000
C (-6.646, -0.261, 0.953)  0.000
C (-5.593, -0.364, 2.071)  0.000
O (-4.431, -1.011, 1.475)  0.000
S (-4.880, -1.931, 0.069)  0.000
O (-4.949, -3.370, 0.300)  0.000
O (-4.197, -1.525, -1.112)  0.000
O (-6.433, -1.420, 0.167)  0.000
H (-6.599, 0.656, 0.365)  0.000
H (-7.662, -0.255, 1.347)  0.000
H (-6.087, -0.962, 2.837)  0.000
H (-5.383, 0.606, 2.523)  0.000
C (0.942, 2.045, -6.351)  0.000
C (0.306, 3.372, -6.641)  0.000
O (1.127, 4.222, -5.794)  0.000
S (1.526, 3.516, -4.374)  0.000
O (0.415, 3.663, -3.416)  0.000
O (2.903, 3.712, -3.903)  0.000
O (1.469, 2.002, -5.010)  0.000
H (1.861, 2.171, -6.924)  0.000
H (0.454, 1.128, -6.680)  0.000
H (-0.701, 3.142, -6.293)  0.000
H (0.347, 3.644, -7.696)  0.000
C (1.088, 3.382, -0.083)  0.000
C (2.396, 3.821, -0.772)  0.000
O (3.176, 4.238, 0.376)  0.000
S (2.290, 4.553, 1.781)  0.000
O (2.418, 5.949, 2.173)  0.000
O (2.626, 3.528, 2.743)  0.000
O (0.879, 4.186, 1.054)  0.000
H (1.190, 2.354, 0.266)  0.000
H (0.260, 3.383, -0.792)  0.000
H (2.358, 4.712, -1.399)  0.000
H (2.787, 2.930, -1.263)  0.000

Its LUMO energy (spin up / spin down) is -2.4 / -8.7 eV. The expectation value of S² is 0.76. Its HOMO energy (spin up / spin down) is -11.6 / -11.6 eV. Its electronic energy is -7370.1290 Ha. Its spin multiplicity is 2. As for the orbital gap (spin up / spin down): 9.29 / 2.90 eV. Its total charge is +1.

---

# 2
Below is a structure of composition C19H15AuN5O2Se, with properties calculated with wB97M-V/def2-TZVPD.

Each line ends with the Löwdin spin population.
Element x y z (Å)
Au (-0.321, -0.833, -1.443)  0.575
C (4.073, -1.049, -2.924)  0.002
C (4.483, 0.230, -2.592)  -0.002
C (3.536, 1.165, -2.209)  0.002
C (2.202, 0.794, -2.166)  0.004
N (1.815, -0.454, -2.459)  0.072
C (2.725, -1.348, -2.834)  0.003
C (1.127, 1.762, -1.810)  0.008
C (1.331, 3.130, -1.787)  0.002
C (0.280, 3.969, -1.458)  0.000
C (-0.962, 3.429, -1.177)  0.003
C (-1.108, 2.057, -1.232)  0.008
N (-0.085, 1.258, -1.539)  0.074
H (4.779, -1.805, -3.239)  0.000
H (5.530, 0.500, -2.628)  0.000
H (3.844, 2.161, -1.929)  0.000
H (2.359, -2.340, -3.069)  0.001
H (2.295, 3.545, -2.039)  0.001
H (0.431, 5.040, -1.433)  0.000
H (-1.807, 4.050, -0.921)  0.000
H (-2.052, 1.568, -1.030)  0.001
O (0.673, 0.877, 1.283)  0.006
C (-0.133, 0.029, 1.587)  0.010
N (-0.625, -0.969, 0.736)  0.140
C (-1.514, -1.744, 1.419)  0.017
O (-2.098, -2.724, 0.945)  0.071
C (-1.627, -1.247, 2.819)  0.005
C (-2.365, -1.701, 3.889)  0.001
C (-2.249, -0.996, 5.085)  0.000
C (-1.412, 0.113, 5.188)  -0.001
C (-0.660, 0.553, 4.098)  0.001
C (-0.792, -0.149, 2.922)  0.005
H (-3.007, -2.569, 3.807)  0.001
H (-2.818, -1.315, 5.949)  0.000
H (-1.338, 0.638, 6.131)  0.000
H (0.002, 1.405, 4.172)  0.000
Se (-4.750, -2.084, 0.430)  0.721
C (-3.683, -1.333, -0.812)  0.071
N (-2.980, -0.859, -1.604)  0.113
N (-0.709, -2.930, -1.545)  0.071
H (-1.217, -3.195, -2.383)  0.009
H (-1.296, -3.122, -0.719)  0.002
H (0.123, -3.506, -1.478)  0.004

Its LUMO energy (spin up / spin down) is -3.4 / -5.2 eV. Its energy above the lowest of the compared OMol25 structures with the same formula, charge and spin is 5.19 kJ/mol. The expectation value of S² is 2.01. Its HOMO energy (spin up / spin down) is -11.5 / -11.8 eV. Its electronic energy is -3694.2027 Ha. Its spin multiplicity is 3. As for the orbital gap (spin up / spin down): 8.16 / 6.64 eV. Its total charge is +1.

---

# 3
Below is a cluster of 2 separate species, C5H14 in total, with properties calculated with wB97M-V/def2-TZVPD.

Each line ends with the Mulliken charge.
Element x y z (Å)
C (0.221, -2.109, 0.554)  -0.702
C (1.040, -3.333, 0.931)  -0.969
H (-0.828, -2.257, 0.813)  0.305
H (0.549, -1.210, 1.074)  0.210
H (0.259, -1.865, -0.505)  0.293
H (0.691, -3.768, 1.865)  0.278
H (2.122, -3.189, 1.047)  0.306
H (1.037, -4.060, 0.119)  0.281
C (-0.172, 1.425, -0.467)  0.239
C (0.091, 2.641, 0.411)  -1.350
C (-1.203, 1.722, -1.559)  -1.136
H (0.741, 1.043, -0.936)  0.290
H (-0.487, 0.634, 0.186)  -0.029
H (0.515, 3.474, -0.149)  0.345
H (0.713, 2.453, 1.278)  0.375
H (-2.201, 1.374, -1.288)  0.300
H (-1.252, 2.802, -1.717)  0.307
H (-0.858, 2.925, 0.879)  0.329
H (-0.977, 1.299, -2.537)  0.329

Its SMILES is CCC.CC. Its LUMO energy is 1.1 eV. Its energy above the lowest of the compared OMol25 structures with the same formula, charge and spin is 26.29 kJ/mol. Its HOMO energy is -11.4 eV. Its electronic energy is -198.8791 Ha. As for the orbital gap: 12.43 eV. Its total charge is 0.

---

# 4
Below is a structure of composition C45H125N5O20, with properties calculated with wB97M-V/def2-TZVPD.

Each line ends with the Mulliken charge.
Element x y z (Å)
C (14.880, 27.117, 17.528)  -2.105
C (14.452, 28.581, 17.398)  1.435
C (14.316, 28.703, 15.807)  -1.291
C (13.578, 29.974, 15.385)  -1.321
C (12.275, 30.107, 16.128)  -0.194
C (12.469, 30.124, 17.683)  0.346
N (13.185, 28.897, 18.037)  1.174
O (13.044, 28.580, 19.433)  -0.433
C (13.097, 31.376, 18.153)  -1.557
C (11.053, 30.045, 18.189)  0.439
C (15.593, 29.511, 17.869)  -1.702
H (14.151, 26.418, 17.118)  0.318
H (14.920, 26.748, 18.553)  0.394
H (15.818, 26.968, 16.993)  0.512
H (15.308, 28.673, 15.355)  0.628
H (13.795, 27.850, 15.373)  0.338
H (13.429, 30.012, 14.306)  0.482
H (14.259, 30.817, 15.500)  0.426
H (11.698, 29.241, 15.803)  -1.083
H (11.870, 31.077, 15.842)  1.012
H (13.363, 31.317, 19.209)  0.356
H (14.005, 31.774, 17.699)  0.313
H (12.460, 32.259, 18.194)  0.388
H (10.541, 30.957, 17.880)  0.050
H (10.517, 29.183, 17.790)  -0.100
H (11.017, 30.047, 19.278)  0.888
H (15.825, 30.314, 17.169)  0.313
H (16.478, 28.935, 18.143)  0.480
H (15.408, 30.089, 18.774)  0.298
H (13.401, 29.384, 19.819)  0.384
C (7.788, 26.445, 20.367)  0.118
C (7.377, 26.486, 18.868)  2.437
C (6.052, 27.237, 18.703)  0.816
C (6.194, 28.775, 18.884)  1.084
C (7.234, 29.313, 17.941)  -1.380
C (8.586, 28.580, 17.970)  -1.346
N (8.357, 27.166, 17.931)  1.011
O (9.603, 26.428, 17.857)  -0.543
C (9.326, 28.911, 16.651)  -0.827
C (9.414, 29.171, 19.193)  0.700
C (7.112, 25.059, 18.243)  -5.547
H (7.236, 25.800, 21.051)  0.413
H (7.834, 27.462, 20.755)  0.467
H (8.800, 26.040, 20.383)  0.433
H (5.565, 27.130, 17.733)  -2.867
H (5.327, 26.978, 19.474)  -2.841
H (6.345, 29.054, 19.927)  0.260
H (5.212, 29.162, 18.612)  0.742
H (7.281, 30.396, 18.051)  -0.227
H (6.823, 29.212, 16.936)  1.534
H (9.354, 29.965, 16.374)  1.917
H (10.350, 28.547, 16.743)  -1.938
H (8.895, 28.401, 15.789)  -0.920
H (9.938, 30.093, 18.939)  -1.550
H (8.741, 29.577, 19.948)  0.083
H (10.213, 28.545, 19.591)  1.052
H (6.417, 24.568, 18.925)  2.198
H (8.085, 24.571, 18.298)  1.601
H (6.694, 25.018, 17.237)  1.177
H (9.976, 26.489, 18.740)  0.106
C (4.976, 28.527, 20.761)  -2.498
C (5.490, 28.978, 22.115)  1.649
C (6.329, 30.270, 21.781)  -0.814
C (6.733, 31.054, 23.003)  -0.483
C (5.414, 31.536, 23.704)  -2.098
C (4.501, 30.272, 24.106)  2.214
N (4.308, 29.285, 23.016)  0.188
O (3.628, 28.176, 23.499)  -0.509
C (4.955, 29.675, 25.432)  -1.730
C (3.147, 30.830, 24.349)  -2.281
C (6.478, 27.884, 22.639)  -0.216
H (5.708, 28.448, 19.957)  -1.333
H (4.250, 29.182, 20.279)  1.089
H (4.674, 27.490, 20.903)  1.529
H (7.329, 29.920, 21.523)  -0.521
H (5.968, 30.868, 20.945)  0.739
H (7.386, 31.908, 22.820)  -0.035
H (7.267, 30.434, 23.724)  0.735
H (4.947, 32.266, 23.042)  0.319
H (5.746, 32.207, 24.497)  0.454
H (5.903, 29.167, 25.254)  0.285
H (5.210, 30.413, 26.193)  0.392
H (4.300, 28.912, 25.852)  0.419
H (2.444, 30.021, 24.546)  0.462
H (3.103, 31.551, 25.166)  0.397
H (2.657, 31.232, 23.462)  0.371
H (5.945, 26.937, 22.725)  0.260
H (6.980, 27.998, 23.600)  1.034
H (7.213, 27.634, 21.874)  -0.458
H (4.335, 27.749, 23.988)  0.422
C (8.271, 26.666, 22.641)  -1.335
C (9.776, 27.073, 22.631)  1.672
C (10.052, 27.970, 23.959)  -1.223
C (10.122, 27.159, 25.263)  -0.939
C (11.156, 26.015, 25.144)  -1.473
C (10.997, 25.169, 23.901)  2.041
N (10.747, 25.935, 22.681)  0.076
O (10.561, 25.134, 21.588)  -0.705
C (12.320, 24.390, 23.866)  -2.000
C (9.860, 24.204, 24.123)  -1.566
C (10.046, 28.057, 21.452)  -0.187
H (7.596, 27.505, 22.472)  -2.177
H (7.934, 26.315, 23.617)  0.977
H (7.940, 25.872, 21.971)  0.420
H (10.979, 28.514, 23.779)  0.782
H (9.245, 28.693, 24.080)  -0.274
H (9.178, 26.681, 25.523)  0.238
H (10.492, 27.894, 25.978)  0.617
H (11.331, 25.563, 26.120)  0.420
H (12.073, 26.547, 24.893)  0.447
H (12.326, 23.672, 23.046)  0.442
H (13.247, 24.962, 23.905)  0.377
H (12.369, 23.737, 24.737)  0.398
H (9.778, 23.444, 23.347)  0.368
H (10.044, 23.723, 25.084)  0.547
H (8.871, 24.661, 24.112)  0.085
H (9.268, 28.818, 21.399)  -0.459
H (10.116, 27.603, 20.463)  -0.389
H (10.918, 28.710, 21.483)  0.726
H (9.676, 24.859, 21.839)  0.151
C (9.053, 33.333, 18.114)  -1.573
C (8.018, 32.216, 18.487)  1.075
C (8.874, 31.117, 19.249)  0.067
C (9.291, 31.570, 20.737)  -0.578
C (7.900, 31.919, 21.450)  -0.072
C (7.021, 32.954, 20.732)  0.635
N (6.879, 32.651, 19.351)  1.619
O (5.958, 33.480, 18.665)  -0.626
C (5.639, 32.894, 21.389)  -1.941
C (7.705, 34.349, 21.025)  -1.952
C (7.372, 31.564, 17.240)  -1.431
H (9.701, 33.690, 18.915)  0.286
H (8.534, 34.253, 17.847)  0.472
H (9.645, 33.082, 17.233)  0.350
H (8.214, 30.261, 19.384)  -0.040
H (9.718, 30.801, 18.635)  -0.900
H (10.113, 32.287, 20.754)  0.252
H (9.647, 30.707, 21.300)  0.028
H (8.234, 32.138, 22.464)  1.171
H (7.281, 31.041, 21.636)  -0.643
H (5.683, 32.970, 22.476)  0.573
H (4.968, 33.682, 21.045)  0.587
H (5.039, 32.043, 21.066)  0.441
H (8.716, 34.448, 20.630)  0.218
H (7.153, 35.173, 20.572)  0.443
H (7.774, 34.543, 22.096)  0.431
H (7.975, 30.695, 16.978)  -0.036
H (7.189, 32.267, 16.428)  0.379
H (6.387, 31.115, 17.368)  0.494
H (5.248, 32.875, 18.438)  0.328
O (4.571, 26.038, 16.992)  -0.660
H (4.788, 26.906, 16.651)  1.301
H (4.896, 25.431, 16.327)  0.343
O (4.668, 26.037, 20.244)  -0.126
H (4.541, 25.297, 19.651)  0.594
H (5.221, 25.691, 20.945)  0.739
O (8.802, 25.626, 16.359)  -0.823
H (8.073, 25.006, 16.349)  0.356
H (8.764, 26.028, 17.227)  0.346
O (11.299, 27.417, 15.988)  -0.452
H (12.141, 27.189, 15.593)  0.617
H (11.473, 27.437, 16.929)  -0.172
O (4.870, 27.833, 16.319)  -0.402
H (4.510, 28.398, 17.003)  0.467
H (4.847, 28.371, 15.527)  0.616
O (9.146, 30.677, 14.516)  -0.796
H (10.065, 30.871, 14.330)  0.310
H (9.171, 29.870, 15.031)  0.829
O (10.870, 26.051, 19.268)  -0.450
H (11.824, 26.094, 19.332)  0.494
H (10.586, 25.745, 20.129)  0.354
O (7.916, 27.648, 14.129)  -1.021
H (8.755, 27.713, 14.583)  0.468
H (7.262, 27.818, 14.807)  0.501
O (6.820, 27.425, 15.778)  -0.910
H (5.905, 27.464, 16.056)  0.792
H (7.320, 27.642, 16.565)  -0.623
O (6.008, 25.155, 21.437)  -0.640
H (6.564, 24.924, 20.692)  -0.605
H (5.660, 24.319, 21.746)  0.451
O (10.335, 28.961, 15.030)  -0.959
H (10.902, 28.492, 15.642)  0.168
H (10.939, 29.419, 14.446)  0.771
O (7.288, 23.716, 20.074)  -0.811
H (6.616, 23.100, 19.784)  0.450
H (7.797, 23.906, 19.286)  0.583
O (3.547, 26.678, 18.709)  -1.068
H (3.983, 26.330, 17.932)  0.917
H (4.129, 26.450, 19.434)  1.177
O (3.816, 28.659, 18.061)  -0.619
H (3.255, 29.282, 18.523)  0.441
H (3.623, 27.814, 18.467)  0.357
O (5.664, 23.642, 17.339)  -0.588
H (5.535, 22.694, 17.385)  0.272
H (6.582, 23.771, 17.578)  -0.442

Its LUMO energy is -0.5 eV. Its energy above the lowest of the compared OMol25 structures with the same formula, charge and spin is 8464.98 kJ/mol. Its HOMO energy is -7.2 eV. Its electronic energy is -3564.7768 Ha. As for the orbital gap: 6.65 eV. Its total charge is 0.